# 1
Density functional theory data (ωB97M-V/def2-TZVPD) for C4H7O2Pd as an isolated structure in a non-equilibrium geometry.

```
! wB97M-V def2-TZVPD RIJCOSX def2/J DEFGRID3
* xyz 1 3
O -1.7548 1.3827 0.0256
C -2.3719 0.2467 0.1281
C -1.7088 -0.9709 -0.0087
H -2.0607 -1.7679 0.6531
H -3.4557 0.2754 -0.0735
H -1.4379 -1.2124 -1.0461
Pd -0.1831 1.5188 -0.1030
C 0.7803 -0.1232 0.0035
C 1.9155 0.4277 -0.6080
O 2.4545 1.5726 -0.1311
H 0.7526 -0.5050 -1.2206
H 2.4431 -0.0199 -1.4496
H 0.8896 -0.3559 1.0689
H 2.7953 2.1541 -0.8209
*
```

The value obtained for the energy above the lowest of the compared OMol25 structures with the same formula, charge and spin is 526.4 kJ/mol. The expectation value of S² is 2.04. The LUMO energy (alpha / beta) comes out at -4.67 / -5.78 eV. The HOMO energy (alpha / beta) comes out at -12.13 / -13.59 eV. Its HOMO-LUMO gap (alpha / beta) is 7.46 / 7.81 eV.



# 2
Density functional theory data (ωB97M-V/def2-TZVPD) for H22O11 as an isolated structure in a non-equilibrium geometry.

```
! wB97M-V def2-TZVPD RIJCOSX def2/J DEFGRID3
* xyz 0 1
O -0.7574 1.2193 1.4115
H -0.2024 1.8279 0.9240
H -0.5662 1.4040 2.3310
O 0.4272 -1.7861 -1.6398
H 0.3871 -1.1623 -0.9148
H 0.4596 -1.2396 -2.4249
O -2.2995 -1.0234 -1.6414
H -1.4416 -1.0492 -1.2176
H -2.7936 -0.3720 -1.1436
O -2.5227 0.3112 1.0633
H -2.8931 -0.1601 1.8097
H -1.7318 0.7248 1.4092
O -0.7230 1.4999 -2.7599
H -1.0302 1.3277 -1.8698
H -1.4029 2.0522 -3.1458
O 2.2078 -0.4642 -1.7985
H 1.5279 -1.0319 -1.4356
H 2.8925 -0.4521 -1.1297
O -0.0566 -0.4511 -0.1754
H 0.6023 -0.1517 0.4510
H -0.6599 0.2872 -0.2605
O 2.6841 -1.7317 0.1994
H 1.9481 -1.6433 0.8050
H 3.2199 -2.4312 0.5735
O 1.6269 0.2022 1.2521
H 2.5364 0.3052 0.9719
H 1.2552 1.0820 1.1890
O -1.7174 1.4525 -0.7265
H -2.4043 2.1185 -0.7565
H -2.0293 0.8149 -0.0844
O 0.9577 -0.8154 3.0154
H 0.8481 -0.2960 2.2189
H 1.6516 -0.3682 3.4999
*
```

The value obtained for the energy above the lowest of the compared OMol25 structures with the same formula, charge and spin is 1199.0 kJ/mol. The LUMO energy comes out at -1.14 eV. The HOMO energy comes out at -9.04 eV. Its HOMO-LUMO gap is 7.90 eV.



# 3
Density functional theory data (ωB97M-V/def2-TZVPD) for a 7-piece molecular cluster, C18H51ClN3O13 overall in a non-equilibrium geometry.

```
! wB97M-V def2-TZVPD RIJCOSX def2/J DEFGRID3
* xyz -1 1
Cl 0.8329 -2.6010 0.3762
O 2.2747 -2.4982 0.4627
O 0.2922 -1.2917 0.0763
O 0.4968 -3.5396 -0.6752
O 0.2728 -3.0040 1.6422
O -2.4114 -2.6513 -1.7121
H -3.0462 -3.2307 -1.2836
H -1.6154 -2.7349 -1.1742
O 2.7426 -5.6038 -0.3627
H 3.0705 -5.1437 0.4146
H 2.0398 -5.0243 -0.6836
O 5.0439 -1.8804 -0.2293
H 5.4844 -2.6507 0.1364
H 4.1133 -1.9921 0.0077
C -0.1619 -1.0139 -7.2461
O -0.8963 -1.5171 -6.1691
C -0.7931 -0.7582 -4.9612
C 0.6217 -0.5470 -4.4554
N 1.1972 -1.7292 -3.8592
C 2.5501 -2.0726 -4.2163
C 3.6537 -1.3877 -3.4183
O 4.9551 -1.6525 -3.9126
C 5.3344 -3.0025 -3.8337
H -0.1730 0.0848 -7.2985
H -0.6343 -1.3735 -8.1637
H 0.8802 -1.3532 -7.2348
H -1.3647 -1.3408 -4.2372
H -1.2979 0.2065 -5.1161
H 0.5824 0.3465 -3.8073
H 1.2210 -0.1900 -5.2997
H 0.9998 -1.7633 -2.8690
H 2.7360 -2.0338 -5.2902
H 2.6157 -3.1360 -3.9461
H 3.6000 -1.7150 -2.3737
H 3.5346 -0.3017 -3.4350
H 6.2238 -3.1005 -4.4557
H 4.5788 -3.6966 -4.2130
H 5.5497 -3.2986 -2.8009
C -3.3395 -3.6195 4.7021
O -3.4486 -2.2458 4.9356
C -2.7325 -1.4629 3.9734
C -3.5408 -1.2244 2.7311
N -2.6784 -0.6432 1.7207
C -3.4052 -0.2393 0.5136
C -2.5164 0.5844 -0.3890
O -2.7418 1.9675 -0.2474
C -2.1964 2.7195 -1.3046
H -3.4917 -3.8744 3.6449
H -4.1015 -4.1176 5.3020
H -2.3589 -4.0315 4.9818
H -1.7809 -1.9573 3.7519
H -2.5217 -0.4993 4.4351
H -4.3587 -0.5351 2.9425
H -3.9730 -2.1709 2.3672
H -2.0248 -1.3764 1.4543
H -4.3307 0.2629 0.8096
H -3.7754 -1.1054 -0.0582
H -2.6366 0.2634 -1.4377
H -1.4681 0.3471 -0.1631
H -2.4807 3.7508 -1.1051
H -2.6303 2.3967 -2.2587
H -1.1044 2.6345 -1.3285
C 1.7499 0.3886 2.7099
O 1.6269 1.8001 2.7417
C 1.1128 2.2748 1.5107
C 1.0139 3.7746 1.5695
N -0.0023 4.2159 2.4992
C 0.1744 5.5863 2.9122
C -0.9711 6.0480 3.7782
O -0.9844 5.3270 4.9857
C -1.7751 5.9307 5.9625
H 0.7831 -0.1171 2.6530
H 2.1888 0.0471 3.6503
H 2.4409 0.1565 1.8949
H 0.1599 1.7874 1.2678
H 1.8018 1.9863 0.6968
H 0.7594 4.1028 0.5475
H 2.0112 4.2145 1.7291
H 0.0290 3.5831 3.2928
H 0.0757 6.1829 1.9908
H 1.1570 5.8144 3.3462
H -1.9171 5.8983 3.2401
H -0.8855 7.1279 3.9785
H -1.3957 6.9218 6.2408
H -1.8041 5.2726 6.8294
H -2.8164 6.0442 5.6162
*
```

The value obtained for the energy above the lowest of the compared OMol25 structures with the same formula, charge and spin is 0.0 kJ/mol. The LUMO energy comes out at 2.57 eV. The HOMO energy comes out at -5.97 eV. Its HOMO-LUMO gap is 8.53 eV.